ORCA calculation (the ωB97M-V functional and the def2-TZVPD basis) on an isolated molecule of C14H12O4 at a distorted geometry.

The geometry in XYZ format:
```
30
Properties=species:S:1:pos:R:3:forces:R:3:nbo_charge:R:1
C -0.350434 -2.732521 -3.182448 -2.2 1.5 -0.2 -0.67
C 0.455494 -1.560769 -2.693755 2.4 1.0 2.9 0.00
C 1.325899 -0.762888 -3.753395 0.0 -1.5 0.9 -0.65
C 0.703381 -1.273680 -1.284712 -0.7 -0.8 -6.8 0.27
C 1.739029 -0.226037 -0.747507 -5.0 0.5 -0.5 -0.46
C 1.192881 -0.240186 0.612291 -2.8 -1.6 3.8 -0.16
C 0.250020 -1.301442 0.846469 2.1 3.6 -1.3 0.34
O -0.083266 -1.932138 -0.315626 1.3 0.6 0.6 -0.45
C -0.609337 -1.474124 2.069333 -2.7 -2.6 -1.0 0.43
O -1.472585 -2.355154 2.110268 1.3 0.8 -0.2 -0.47
C -0.471244 -0.503062 3.091184 2.5 3.7 -1.0 0.21
O -1.092971 -0.394430 4.256140 0.2 -0.9 1.5 -0.36
C -0.417372 0.560161 4.989481 0.7 0.1 -4.4 0.11
C 0.476075 1.220070 4.208145 0.8 -0.5 0.0 -0.04
C 1.432478 2.229923 4.808825 0.1 0.8 -2.6 -0.64
C 0.447450 0.546321 2.902621 -0.6 -0.7 2.2 -0.15
C 1.298149 0.773432 1.709349 0.9 0.4 -0.9 0.52
O 2.001512 1.780316 1.609427 -0.7 -1.0 0.2 -0.53
H 0.097143 -3.680129 -3.057456 0.8 -1.0 0.1 0.23
H -1.308386 -2.764506 -2.665587 0.0 -0.2 0.8 0.23
H -0.783987 -2.634894 -4.198155 1.1 0.2 0.1 0.22
H 1.359825 0.240629 -3.401891 0.7 0.9 0.3 0.21
H 0.950051 -0.669836 -4.759427 -1.0 -0.4 -0.2 0.22
H 2.334843 -1.212626 -3.972169 -0.7 0.5 0.9 0.22
H 1.744649 0.762522 -1.272208 -0.4 -0.8 0.5 0.25
H 2.669944 -0.586153 -0.777613 3.8 -1.5 -0.3 0.23
H -0.526844 0.731365 5.977988 -1.3 -0.1 2.9 0.20
H 2.487452 1.960393 4.741113 -0.2 -0.3 0.0 0.23
H 1.368069 3.188406 4.257387 0.0 -0.5 0.0 0.23
H 1.199444 2.494745 5.794944 -0.5 -0.1 1.6 0.21
```
Forces are in eV/Å.

The gap between HOMO and LUMO comes out at 6.76 eV. As for the structure (SMILES): CC(C)=C1CC2=C(O1)C(=O)c1occ(C)c1C2=O. The total energy comes out at -22898.769 eV. The value obtained for the energy above the lowest of the compared OMol25 structures with the same formula, charge and spin is 81.38 kcal per mole. Its charge is 0. The value obtained for the LUMO energy is -1.5443 eV. The HOMO energy is -0.305 hartree.

***

ORCA calculation (the ωB97M-V functional and the def2-TZVPD basis) on a structure of composition C14H13Br2N4NiO4S2 at a distorted geometry.

The geometry in XYZ format:
```
40
Properties=species:S:1:pos:R:3:forces:R:3:lowdin_spin:R:1
Ni 9.252627 7.027729 6.733388 -0.3 -0.5 0.0 1.72
Br 8.193232 9.657476 6.570431 1.2 0.1 0.0 0.03
C 6.312521 9.523776 6.505258 -1.0 0.4 -0.6 0.00
Br 5.713427 9.172681 4.645809 0.2 0.0 1.2 0.00
H 5.951659 10.531582 6.782858 0.0 -0.9 -0.1 0.00
H 6.043108 8.722583 7.204733 -0.3 0.4 -0.5 0.00
C 10.533228 8.618771 9.661471 0.4 -0.6 -0.5 0.00
C 9.207089 7.870491 9.701622 0.6 0.9 1.1 0.00
N 8.688778 7.259227 8.690052 0.2 -0.1 -0.8 0.04
C 7.427938 6.812242 8.945592 -1.1 -0.2 -1.2 0.00
C 6.928429 7.094675 10.154649 -1.7 -1.5 1.3 0.00
S 8.088854 7.888470 11.041256 1.7 0.9 0.7 0.00
C 6.715055 6.174618 7.845922 -0.7 -0.1 0.6 0.00
C 5.507767 5.542473 7.842068 0.0 -0.9 -0.3 0.00
S 5.373592 4.674752 6.334300 -0.1 0.8 0.6 0.00
C 6.845871 5.352919 5.789164 -0.4 -1.1 -0.6 0.00
N 7.398457 6.130423 6.672025 1.0 0.1 -0.7 0.04
C 7.438236 4.850645 4.496007 0.0 0.3 0.3 0.00
H 11.415861 7.987140 9.315388 -1.4 0.7 -0.2 0.00
H 10.858841 8.903055 10.637163 -0.1 0.2 0.9 0.00
H 10.425508 9.580025 9.111141 0.1 -0.8 0.0 0.00
H 6.019869 6.624393 10.648944 1.2 1.1 -0.9 0.00
H 4.789930 5.344517 8.649567 0.5 0.3 -0.5 0.00
H 8.533418 4.764030 4.641570 -0.6 0.0 -0.3 0.00
H 7.167898 5.498042 3.653333 0.3 0.1 0.2 0.00
H 6.984379 3.876782 4.265693 0.4 0.2 0.1 0.00
O 14.843596 5.580288 6.959470 -0.4 -2.0 -0.2 0.00
C 14.640112 6.829882 6.667356 0.9 0.7 0.8 0.00
O 15.544921 7.620056 6.800661 -0.5 0.3 -0.5 0.00
C 13.282815 7.290665 6.314433 -1.1 1.1 -1.0 0.00
C 13.057527 8.575746 5.777851 0.4 -0.8 0.1 0.01
N 11.754635 8.751020 5.700239 -1.6 -1.3 0.1 0.00
N 11.053855 7.622477 6.032739 0.6 1.1 0.1 0.02
C 11.974225 6.746424 6.399026 1.3 -0.1 0.1 0.01
C 11.483888 5.400666 6.841066 -1.7 0.9 0.1 0.01
O 12.229944 4.573874 7.267298 1.6 -1.3 0.2 0.01
O 10.196835 5.303307 6.780700 -0.3 0.2 -0.1 0.08
H 14.074349 4.967140 6.840773 0.1 0.7 0.3 0.00
H 13.678183 9.316426 5.309087 0.6 0.1 0.5 0.00
H 11.227051 9.468706 5.266110 -0.1 0.8 -0.4 0.00
```
Forces are in eV/Å.

The gap between HOMO and LUMO (spin up / spin down) comes out at 9.05 / 8.42 eV. The total energy comes out at -231673.658 eV. Its spin multiplicity is 3. The value obtained for the energy above the lowest of the compared OMol25 structures with the same formula, charge and spin is 4.54 kcal per mole. Its charge is +1. The value obtained for the LUMO energy (spin up / spin down) is -3.1899 / -3.8208 eV. The HOMO energy (spin up / spin down) is -0.450 / -0.450 hartree.

***

ORCA calculation (the ωB97M-V functional and the def2-TZVPD basis) on a cluster of 2 separate species, C14H13Br3N2O8P in total at a distorted geometry.

The geometry in XYZ format:
```
41
Properties=species:S:1:pos:R:3:forces:R:3:nbo_charge:R:1
C 0.198507 -3.590731 0.518821 -0.1 -0.6 0.9 -0.71
C 1.463957 -2.923744 1.237823 0.3 2.9 -1.6 -0.03
Br 2.527132 -3.923689 2.572691 -1.4 0.6 -1.3 0.08
C 1.879408 -1.592462 0.918314 -1.7 -1.6 -0.1 -0.16
Br 3.488907 -0.816839 1.848881 -1.5 -0.4 -1.0 0.04
C 1.187882 -0.634893 -0.162692 2.3 0.7 -2.6 0.16
C 2.102009 -0.211659 -1.387460 -3.8 1.6 0.6 -0.16
C 1.533970 0.723644 -2.507986 0.4 -1.1 2.1 -0.20
C 2.558036 1.129594 -3.686933 -2.0 -0.9 -2.4 0.76
O 2.335978 0.970566 -4.919084 1.4 0.9 5.5 -0.52
O 3.840489 1.672143 -3.216812 -1.6 -2.1 -2.4 -0.39
N 3.547384 2.665621 -2.320254 2.6 0.5 5.8 -0.28
C 4.139884 2.426199 -1.141222 -3.2 -1.3 3.9 0.83
O 4.228072 2.176667 0.092580 0.2 2.0 -8.0 -0.44
C 0.031618 1.204922 -2.410958 -0.7 -2.6 3.9 -0.44
P -0.742321 2.316709 -3.744455 0.5 0.8 1.0 1.05
O -2.168707 3.040919 -3.057813 0.7 -1.8 -1.5 -0.98
Br -1.448111 0.862576 -5.355480 -0.3 0.0 0.6 -0.27
C -0.787522 0.722049 -1.140816 3.8 -0.2 -2.2 0.08
N -0.185514 -0.135372 -0.096783 0.2 0.5 -2.0 -0.37
C -1.078560 -0.470828 1.061837 -0.8 1.0 0.7 -0.28
C -1.133628 0.819188 2.095455 -1.1 0.5 -1.1 0.10
C -2.435644 1.733872 1.714406 0.2 -0.9 0.6 -0.66
O 0.054661 1.655003 1.917272 -0.8 -0.2 0.0 -0.74
H 0.322870 -4.738293 0.423397 0.1 1.9 0.2 0.24
H -0.026951 -3.174963 -0.531502 0.6 -0.3 1.7 0.23
H -0.713971 -3.424058 1.221417 1.5 -0.3 -1.1 0.31
H 3.192561 -0.580656 -1.415104 -2.0 0.6 0.1 0.26
H -2.831376 3.061055 -3.801887 0.8 0.0 1.1 0.50
H -1.885110 1.043143 -1.015651 2.1 -0.8 -0.1 0.26
H -0.718657 -1.362183 1.681871 -0.6 1.1 -1.3 0.29
H -2.145293 -0.598203 0.635285 2.0 -0.2 0.9 0.24
H -1.212470 0.367658 3.155756 0.3 1.1 -1.8 0.25
H -3.339671 1.034950 1.569194 1.4 1.1 0.2 0.25
H -2.684792 2.434641 2.593237 0.5 -0.9 -1.5 0.23
H -2.219692 2.333993 0.742887 -0.4 -0.9 1.7 0.18
H -0.112990 2.343854 1.225281 0.0 -1.1 0.9 0.46
C -2.705942 -2.102365 3.643582 -0.2 -0.8 1.1 0.91
O -3.055917 -1.164968 2.908347 -0.3 1.1 -0.9 -0.77
O -1.773371 -2.913764 3.379742 1.8 -0.5 -1.6 -0.67
O -3.227115 -2.379296 4.754814 -1.1 0.4 1.0 -0.63
```
Forces are in eV/Å.

The gap between HOMO and LUMO comes out at 2.20 eV. The total energy comes out at -253493.928 eV. Its charge is -1. The value obtained for the LUMO energy is -0.4361 eV. The HOMO energy is -0.097 hartree.

***

ORCA calculation (the ωB97M-V functional and the def2-TZVPD basis) on a structure of composition C14H13BrCl2N2O4S at a distorted geometry.

The geometry in XYZ format:
```
37
Properties=species:S:1:pos:R:3:forces:R:3:nbo_charge:R:1
Cl 1.922960 0.405751 0.021884 -2.0 0.7 0.1 0.05
C 0.252292 1.036849 0.025272 -3.0 -0.1 0.0 -0.06
C -0.045908 2.529397 0.026220 -2.2 -1.5 0.1 -0.08
Br 1.493375 3.730347 -0.016815 -1.5 -0.8 0.1 0.11
C -1.419332 2.995237 0.046349 1.2 0.0 0.0 -0.23
C -2.625874 2.107587 0.066436 1.6 -1.2 -0.1 0.11
N -3.983138 2.419247 0.062438 2.7 -3.1 0.2 -0.55
S -4.675910 0.896540 0.115972 0.5 0.3 -0.1 0.89
N -3.433425 -0.206340 0.114277 1.0 3.8 -0.2 -0.57
C -2.317873 0.624518 0.071845 0.2 0.1 0.0 0.07
C -0.904222 0.138130 0.032107 1.7 1.4 -0.1 -0.02
Cl -0.581119 -1.616095 -0.013679 -0.6 1.5 0.1 0.03
H -1.590124 4.107823 0.054838 0.2 -1.4 0.0 0.25
O -0.984903 0.583449 3.015001 0.1 -0.3 0.4 -0.58
C -1.574877 -0.311961 3.555027 0.2 0.3 -0.5 0.80
O -0.999204 -1.168804 4.438698 0.0 0.3 -0.2 -0.48
C -1.944483 -2.180914 4.811564 -0.1 -0.4 0.2 -0.07
C -3.304466 -1.580068 4.526238 -0.5 -0.1 0.1 -0.43
C -3.019662 -0.685701 3.333481 -0.2 -0.2 0.5 -0.54
H -1.751008 -3.075399 4.213110 0.0 0.1 0.0 0.18
H -1.818825 -2.428160 5.865687 0.2 0.1 -0.1 0.20
H -4.075530 -2.328371 4.340915 0.1 0.0 0.0 0.22
H -3.625477 -0.969271 5.374600 0.0 -0.1 0.0 0.21
H -3.106057 -1.225920 2.389065 0.0 0.1 0.0 0.25
H -3.656639 0.197715 3.330319 0.2 0.0 -0.3 0.24
O 6.421952 -0.232849 -5.085902 -0.1 0.2 0.5 -0.56
C 5.352037 -0.271829 -4.547253 0.5 -0.3 -0.4 0.79
O 5.161945 -0.032339 -3.222105 0.1 0.0 -0.3 -0.49
C 3.787461 -0.268136 -2.884066 -0.2 0.1 0.3 -0.08
C 3.028327 -0.137172 -4.187605 -0.5 0.0 -0.2 -0.43
C 4.041311 -0.631425 -5.204391 -0.4 0.3 0.2 -0.53
H 3.701358 -1.269260 -2.451851 0.0 0.0 0.0 0.18
H 3.460211 0.464315 -2.146314 0.3 -0.1 -0.1 0.20
H 2.089495 -0.691737 -4.196509 0.1 0.0 0.1 0.22
H 2.799483 0.914809 -4.379259 0.0 -0.1 0.1 0.21
H 3.994091 -1.714641 -5.333847 0.1 0.0 -0.1 0.24
H 3.931757 -0.125321 -6.161750 0.2 -0.3 -0.1 0.24
```
Forces are in eV/Å.

The gap between HOMO and LUMO comes out at 7.58 eV. The total energy comes out at -131820.177 eV. The value obtained for the energy above the lowest of the compared OMol25 structures with the same formula, charge and spin is 43.19 kcal per mole. Its charge is 0. The value obtained for the LUMO energy is -1.5491 eV. The HOMO energy is -0.335 hartree.

***

ORCA calculation (the ωB97M-V functional and the def2-TZVPD basis) on an isolated molecule of C14H13BrN6O2 at a distorted geometry.

The geometry in XYZ format:
```
36
Properties=species:S:1:pos:R:3:forces:R:3:nbo_charge:R:1
O 2.054761 0.080066 -2.172515 4.0 -6.6 -7.3 -0.53
C 1.696146 0.763772 -1.382723 -5.7 7.3 7.2 0.69
N 2.399738 1.695901 -0.605760 -7.6 0.5 1.5 -0.63
C 3.719594 1.400367 -0.448064 -0.8 -7.4 0.8 -0.21
C 3.907860 0.374732 0.789273 3.0 0.3 0.7 -0.43
C 3.120878 -0.945250 0.675008 8.8 5.2 -4.3 0.23
C 3.672699 -1.799104 -0.263883 7.2 1.9 1.6 -0.23
C 2.933657 -2.806790 -0.399581 1.5 -10.6 -5.3 -0.19
C 1.711960 -3.053560 -0.002606 -6.6 2.6 1.9 -0.26
C 1.150665 -1.864163 0.579263 -2.3 -2.6 1.3 0.05
N 1.923921 -0.800900 0.793365 -8.0 -0.4 3.3 -0.48
C 0.035549 0.820021 -1.168131 0.6 3.8 3.1 0.53
N -0.608998 1.674640 -0.024099 8.0 -1.2 -4.4 -0.52
C -1.799372 1.312844 -0.194522 1.2 -4.0 -2.1 0.23
C -2.769862 1.826570 0.592258 -5.4 0.0 5.6 -0.23
N -4.036059 0.824614 0.636615 6.3 8.2 -6.8 -0.04
C -4.832688 0.866410 -0.414916 -5.7 -6.1 5.6 -0.11
C -5.927307 -0.142664 0.262431 4.2 3.8 -1.8 -0.23
Br -7.277330 -0.818115 -0.741564 -1.1 -0.7 -0.3 0.12
C -5.492378 -0.276567 1.581073 0.9 3.6 -5.8 -0.13
N -4.421548 0.554021 1.726712 -2.1 -4.9 8.4 -0.24
N -2.059373 0.317217 -0.969285 -1.8 -1.4 -4.0 -0.18
O -0.785500 0.189383 -1.924042 -0.4 0.9 4.6 -0.30
H 1.703336 2.063579 0.310081 2.9 -1.5 -3.5 0.45
H 4.151350 2.226911 -0.387075 4.4 7.1 2.0 0.19
H 4.145404 1.127785 -1.424144 -0.3 -1.2 0.3 0.22
H 5.071425 0.117701 0.839161 -2.4 0.6 0.2 0.21
H 3.588733 0.855769 1.755102 0.5 0.0 -1.0 0.22
H 4.828635 -2.037752 -0.596675 -3.0 1.7 1.1 0.24
H 3.421592 -3.766886 -0.909992 -0.9 2.0 0.6 0.19
H 1.015197 -3.865576 -0.306883 1.1 0.4 0.6 0.24
H 0.112421 -1.867846 1.159045 2.0 0.2 -2.0 0.21
H -3.106234 2.745670 0.231527 -0.8 1.5 -0.9 0.24
H -2.439606 2.091120 1.664381 -0.5 -1.1 -1.6 0.26
H -4.735039 0.926641 -1.403593 1.2 0.6 -3.5 0.23
H -6.074212 -0.810562 2.144741 -2.3 -2.5 4.5 0.21
```
Forces are in eV/Å.

The gap between HOMO and LUMO comes out at 8.14 eV. As for the structure (SMILES): O=C(NCCc1ccccn1)c1nc(Cn2cc(Br)cn2)no1. The total energy comes out at -97793.766 eV. The value obtained for the energy above the lowest of the compared OMol25 structures with the same formula, charge and spin is 280.89 kcal per mole. Its charge is 0. The value obtained for the LUMO energy is -0.2553 eV. The HOMO energy is -0.308 hartree.

***

ORCA calculation (the ωB97M-V functional and the def2-TZVPD basis) on a cluster of 2 separate species, C14H13F3N3O4S in total at a distorted geometry.

The geometry in XYZ format:
```
38
Properties=species:S:1:pos:R:3:forces:R:3:nbo_charge:R:1
O -1.915690 2.812152 6.319957 0.1 0.1 -0.1 -0.13
N -2.896687 2.684741 5.767901 -0.1 0.7 0.5 0.47
O -3.011489 1.272429 5.181791 -0.1 -0.8 -0.6 -0.45
C -2.147084 0.987688 4.193354 0.0 -0.1 0.1 0.27
C -1.738749 -0.329266 4.043119 -0.1 0.2 0.1 0.02
N -0.914151 -0.646333 3.037639 -0.1 0.1 0.2 -0.41
C -0.433739 0.232806 2.149086 0.3 0.6 -0.5 0.07
S 0.609721 -0.357629 0.843567 -0.1 -0.2 0.0 0.08
C -0.832706 1.570904 2.236789 0.0 -0.3 0.4 0.01
C -0.411511 2.609618 1.237453 -0.7 -0.3 -0.4 -0.44
C -1.176165 2.420702 -0.096715 0.2 -0.1 0.2 -0.48
C -2.346553 3.351386 -0.180543 0.1 0.0 -0.2 0.98
F -3.033629 3.168088 -1.303139 -0.2 0.0 -0.2 -0.31
F -3.190383 3.156008 0.849800 -0.3 -0.1 0.4 -0.34
F -1.966795 4.631546 -0.127547 0.1 0.3 0.0 -0.32
C -1.685324 1.927441 3.272763 0.1 -0.2 -0.1 -0.17
H -2.071982 -1.113748 4.698859 0.0 -0.1 0.1 0.26
H -0.616111 -1.609465 2.934920 0.0 -0.1 0.0 0.46
H 1.766316 -0.063713 1.454427 0.0 0.0 0.0 0.17
H -0.697548 3.572895 1.642581 0.3 0.3 0.1 0.24
H 0.651137 2.581723 1.048538 0.3 0.0 0.1 0.26
H -1.577107 1.417148 -0.184169 0.0 -0.2 -0.1 0.23
H -0.544775 2.596969 -0.958205 0.2 0.1 -0.1 0.26
H -2.007973 2.953819 3.332864 -0.1 0.2 0.1 0.25
C 2.660212 -4.205240 -4.937678 0.0 0.0 0.0 -0.16
C 1.666005 -3.269495 -5.193309 0.1 -0.1 0.0 -0.20
C 1.395402 -2.274516 -4.269930 -0.1 0.1 -0.1 -0.20
C 2.133305 -2.236506 -3.099926 0.1 -0.1 -0.1 0.07
C 3.126038 -3.160565 -2.824823 0.1 -0.1 0.1 -0.21
C 3.386649 -4.151998 -3.754955 -0.1 0.0 -0.1 -0.20
N 1.860515 -1.176273 -2.126622 0.0 0.0 0.0 0.53
O 0.973470 -0.384987 -2.370496 -0.1 0.0 0.0 -0.38
O 2.538629 -1.142473 -1.111070 0.0 0.0 0.1 -0.41
H 2.871444 -4.977859 -5.664437 0.0 0.0 0.0 0.23
H 1.103086 -3.313209 -6.114764 0.0 0.0 0.0 0.23
H 0.625439 -1.542787 -4.462598 0.0 0.1 0.1 0.25
H 3.689413 -3.110317 -1.905454 0.0 0.1 0.0 0.25
H 4.159371 -4.881685 -3.559027 0.0 0.0 0.0 0.23
```
Forces are in eV/Å.

The gap between HOMO and LUMO comes out at 7.86 eV. The total energy comes out at -46365.547 eV. The value obtained for the energy above the lowest of the compared OMol25 structures with the same formula, charge and spin is 2.04 kcal per mole. Its charge is +1. The value obtained for the LUMO energy is -4.3428 eV. The HOMO energy is -0.449 hartree.